(1)
139
Properties=species:S:1:pos:R:3:forces:R:3 method="wB97M-V/def2-TZVPD" gap_ev=6.440 lumo_energy_ev=-3.53 largest_force_ev_per_a=0.75 total_charge=+1 homo_ev=-9.97 energy_ha=-6837.9290 spin_multiplicity=1
Bi 0.1061 0.6974 -0.5082 0.31 0.18 0.01
Se -3.4155 -3.6329 0.4089 -0.31 -0.38 -0.28
P 0.3252 -3.4889 1.9238 0.21 -0.17 0.07
P 0.0034 -6.3709 0.8737 0.09 0.04 0.15
Si -2.0412 3.2529 0.7423 -0.01 -0.01 -0.03
O 2.1367 -1.9857 -3.6731 -0.01 0.13 -0.06
O 2.0761 -0.0774 -2.5409 0.06 -0.09 0.14
O -3.4508 3.3299 -5.8745 -0.19 0.10 0.24
O 1.9514 1.2193 1.2396 -0.16 0.35 -0.29
O -4.9760 4.1358 -4.3825 -0.03 0.01 0.30
N -1.6704 -0.3619 1.2998 -0.09 -0.01 0.24
N 1.2560 2.5295 -1.6798 -0.01 0.07 0.05
N -1.1277 1.4969 -2.2622 -0.13 0.11 -0.32
N -0.4278 2.5125 0.6229 0.20 -0.13 0.15
N -3.9779 -3.0829 1.9906 0.28 0.16 0.02
N -0.8990 -1.1639 -2.3704 -0.11 -0.12 0.05
N -2.3767 -2.2480 0.1093 -0.03 -0.02 -0.18
N 0.6520 -1.1237 -5.6473 -0.01 -0.04 0.10
C -3.0268 2.8428 -3.7893 0.03 -0.06 -0.04
C 0.0495 -2.6708 3.5461 -0.06 0.09 -0.03
C 3.1504 0.5176 1.4246 -0.11 -0.11 0.13
C 2.1353 -3.8031 1.9691 0.04 0.07 0.00
C -2.7594 -6.9509 1.3526 -0.06 0.00 0.01
C -4.3735 -7.1189 -0.4274 0.02 -0.01 0.01
C 1.6821 5.3151 1.9416 0.03 -0.04 0.01
C 0.5334 -7.8729 1.7883 0.03 0.05 -0.01
C 0.7308 4.6816 -2.5332 0.02 0.13 -0.02
C 4.8487 -4.4674 1.8886 -0.03 -0.01 -0.01
C -3.9768 3.5432 -4.7547 0.41 -0.22 -0.60
C 2.9386 4.2103 -1.7468 0.06 -0.01 0.03
C -0.4635 -1.2583 5.9149 0.04 0.02 -0.02
C -3.3524 2.0676 0.1123 0.02 -0.15 -0.20
C -3.4624 -1.1546 3.4028 -0.02 -0.03 -0.10
C -2.0827 -0.6736 -2.7567 0.20 0.21 0.03
C 0.6652 3.2178 1.1858 -0.17 0.02 -0.10
C 2.0250 5.1045 -2.2716 -0.01 0.08 -0.02
C -3.1180 -1.4922 -3.1787 -0.12 -0.02 -0.03
C 0.7702 -1.5138 3.8607 -0.07 -0.01 -0.01
C 4.1880 -4.3781 3.1094 -0.02 -0.01 -0.02
C -3.3415 -1.9469 2.2204 0.00 0.11 0.04
C -2.8869 -2.8543 -3.2658 -0.09 -0.07 -0.01
C -2.3400 3.6507 2.5559 -0.01 0.01 0.16
C -0.2610 -5.2033 2.3221 -0.03 -0.01 -0.29
C -2.2473 4.8342 -0.2581 0.02 0.12 -0.04
C 3.6928 -0.1524 0.3464 0.03 -0.07 -0.07
C 4.8378 -0.9196 0.5417 -0.01 0.06 0.02
C 1.7710 -7.8078 2.4350 -0.01 -0.02 0.00
C -4.0701 -7.1242 0.9315 0.02 -0.02 0.00
C -0.1735 -9.0709 1.8119 0.00 -0.01 0.01
C 1.1497 -0.0869 -4.7525 -0.02 -0.02 -0.10
C 1.8979 2.6070 1.4785 -0.05 -0.13 0.06
C 2.9935 3.3203 1.9283 0.06 -0.05 -0.01
C 0.6014 4.5936 1.4620 -0.08 -0.10 -0.09
C -1.7334 -6.7545 0.4275 -0.02 0.09 0.00
C 0.5174 -0.8159 5.0316 -0.03 -0.06 -0.01
C 2.8149 -3.8728 0.7542 0.02 -0.06 0.01
C 1.5422 -10.0879 3.1627 0.01 0.02 -0.02
C -3.1083 1.4592 -3.5743 -0.21 0.19 -0.08
C 0.3768 3.3808 -2.2301 -0.13 -0.24 0.02
C 3.7003 0.4225 2.6914 0.03 -0.04 0.09
C 2.8400 -4.0526 3.1483 0.00 -0.01 0.02
C -0.9405 -3.0923 4.4307 -0.01 -0.05 0.09
C 2.8947 4.6839 2.1589 -0.03 0.02 -0.01
C -2.4476 -1.4951 1.1762 0.11 0.25 0.20
C -3.3588 -6.9591 -1.3591 0.01 0.00 0.03
C -2.0479 -6.7768 -0.9280 -0.05 -0.04 -0.06
C 2.5087 2.9270 -1.4614 -0.03 -0.11 0.04
C 4.8432 -0.3396 2.8730 0.04 -0.06 -0.05
C -1.7862 0.2851 2.4277 0.15 -0.08 0.04
C 0.3279 -10.1711 2.5002 -0.01 0.03 -0.02
C -1.6500 -3.3603 -2.9034 0.00 -0.03 0.05
C -1.1896 -2.3965 5.6103 0.01 -0.04 -0.01
C 4.1626 -4.2137 0.7105 -0.07 -0.03 0.06
C -0.9491 2.8017 -2.5896 0.20 -0.10 0.30
C 2.2675 -8.9024 3.1241 -0.01 0.01 -0.01
C -2.1518 0.8169 -2.8362 0.15 -0.19 0.28
C 5.4197 -1.0068 1.7964 -0.04 0.08 0.03
C 1.8238 -0.7070 -3.5444 -0.03 -0.01 0.04
C -0.6971 -2.4809 -2.4213 -0.04 0.17 0.06
C -1.8779 3.4922 -3.3173 -0.22 0.10 -0.11
C -2.6796 -0.0556 3.4924 0.05 0.06 -0.02
H -3.7620 2.4404 -0.8305 0.00 -0.03 0.06
H 1.0875 0.0732 5.2668 0.06 0.03 -0.01
H 2.2787 -3.6782 -0.1680 0.00 0.01 0.00
H 6.3140 -1.5991 1.9405 -0.04 0.00 0.01
H -1.7238 4.5286 -3.5819 -0.01 -0.03 0.00
H 1.9293 -10.9453 3.6981 -0.01 0.02 0.00
H -1.2468 -6.6677 -1.6503 -0.01 0.06 -0.03
H -1.9547 -2.7508 6.2909 0.02 -0.01 -0.02
H -3.0307 1.0368 -0.0519 -0.08 0.12 0.02
H 1.9222 0.4927 -5.2613 -0.02 0.04 -0.01
H -3.9058 0.9065 -4.0514 0.04 0.03 0.00
H -1.4306 -4.4150 -2.9695 0.01 -0.07 0.02
H 3.9624 4.4940 -1.5459 -0.03 -0.01 -0.01
H -0.3014 -1.3796 -5.4193 -0.02 0.02 -0.02
H -3.2372 3.1430 2.9237 0.07 0.02 -0.01
H 3.1863 2.1897 -1.0487 -0.04 0.01 0.01
H -0.2367 -11.0954 2.5175 0.02 0.03 -0.01
H 1.5496 -1.1730 3.1856 -0.01 0.02 0.01
H 3.2402 0.9421 3.5210 -0.03 0.00 0.02
H 0.2675 -2.8352 -2.0782 -0.01 0.01 0.02
H -5.3967 -7.2580 -0.7540 0.02 0.01 0.01
H -0.6525 -0.7201 6.8356 0.01 0.00 -0.03
H -2.7036 0.5821 4.3666 0.04 -0.02 -0.05
H -1.5249 -3.9796 4.2165 0.03 0.07 0.05
H 5.2661 -1.4524 -0.2982 -0.02 0.02 0.04
H 1.5701 6.3750 2.1318 0.00 -0.03 -0.01
H -2.5390 5.6547 0.4041 0.03 -0.01 -0.06
H 4.7223 -4.5742 4.0314 -0.02 0.01 -0.03
H 4.6725 -4.2805 -0.2428 -0.01 -0.01 0.01
H 3.2259 -8.8344 3.6246 -0.03 0.00 -0.01
H 3.9343 2.8164 2.0949 0.00 -0.01 -0.01
H -2.4948 4.7221 2.7039 0.00 -0.05 0.01
H 0.3968 0.6161 -4.3926 -0.01 0.02 0.02
H 3.7575 5.2339 2.5106 -0.03 -0.01 0.00
H -3.6709 -3.5153 -3.6137 0.01 0.01 -0.01
H 2.3148 6.1245 -2.4890 0.00 -0.03 -0.01
H -0.3218 5.1245 1.2774 0.00 0.00 -0.02
H -1.1405 1.1494 2.5406 -0.07 0.02 0.01
H -4.1492 -1.4491 4.1862 0.03 -0.02 -0.03
H -3.0399 4.7180 -1.0015 0.05 0.03 0.04
H -1.4987 3.3598 3.1916 -0.05 0.02 -0.02
H -1.3414 5.1470 -0.7824 -0.05 -0.02 0.04
H 2.3296 -3.9975 4.1042 0.02 0.00 -0.03
H 0.0127 5.3594 -2.9709 0.04 -0.01 0.01
H 1.7941 -2.2387 -4.5628 0.00 -0.06 -0.04
H 5.2784 -0.4189 3.8612 0.00 0.00 -0.03
H -2.5348 -6.9700 2.4132 -0.01 0.00 -0.01
H -4.1756 2.0348 0.8322 0.02 -0.02 -0.04
H -3.5851 -6.9850 -2.4184 0.01 0.00 0.02
H 2.3538 -6.8920 2.3941 0.00 0.01 0.01
H -4.8568 -7.2741 1.6610 0.02 0.01 -0.02
H -1.1186 -9.1577 1.2908 -0.01 0.01 0.03
H 5.8985 -4.7328 1.8596 -0.02 0.00 0.00
H -4.0782 -1.0777 -3.4513 0.02 -0.03 0.01
H 3.2151 -0.1208 -0.6273 0.07 0.04 0.03
H -1.3269 -5.1639 2.5487 0.03 -0.02 0.01
H 0.2719 -5.5856 3.1922 0.00 -0.02 0.08
H 0.6665 -0.8311 -6.6141 0.04 -0.01 -0.02

(2)
13
Properties=species:S:1:pos:R:3:forces:R:3 method="wB97M-V/def2-TZVPD" gap_ev=9.748 lumo_energy_ev=0.90 largest_force_ev_per_a=5.65 relative_energy_kcal_mol=103.4 homo_ev=-8.85 energy_ha=-609.3937 spin_multiplicity=1
S 0.7432 1.6826 0.4853 1.18 -1.00 -0.29
N -0.7320 -1.5928 -0.4474 0.95 -2.50 1.36
C -0.8662 1.0692 -0.1830 0.01 -0.57 1.79
C -0.7558 -0.4128 0.2214 -2.91 4.11 2.56
C 1.4660 -0.0889 0.5710 0.03 -0.01 -3.08
C 0.4885 -0.7605 -0.4164 0.80 1.90 -1.62
H -0.9133 -0.4218 1.3478 0.59 -0.58 -1.34
H -1.4443 1.6522 0.4942 -1.58 0.28 -0.06
H -1.1995 -1.6774 -1.3032 -0.16 -0.04 -1.72
H 0.4819 -0.0608 -1.3049 0.64 -1.46 0.44
H -1.0528 1.2408 -1.2069 -0.10 0.42 -1.12
H 1.2993 -0.4569 1.4984 0.00 -1.00 2.99
H 2.4851 -0.1728 0.2438 0.55 0.45 0.07

(3)
29
Properties=species:S:1:pos:R:3:forces:R:3 method="wB97M-V/def2-TZVPD" gap_ev="8.942 / 7.030" lumo_energy_ev="-12.02 / -14.56" largest_force_ev_per_a=1.83 s2=8.77 total_charge=+3 homo_ev="-20.96 / -21.59" energy_ha=-3169.7180 spin_multiplicity=6
Fe 0.1532 0.0068 -0.1136 -1.47 -0.07 1.09
S 1.0128 0.3166 2.2297 0.43 0.04 -0.42
S -1.3020 1.9829 0.5652 0.45 -0.14 -0.26
S -1.8207 -0.3526 -1.6305 0.53 0.00 -0.29
S -0.8017 -2.0768 0.9954 0.37 0.17 -0.35
C -2.4855 -2.2439 0.3512 -0.13 -0.10 0.00
C -2.4731 -1.9717 -1.1397 -0.01 -0.07 0.02
C -1.1816 2.0803 2.3690 -0.04 0.09 0.13
C -3.0739 0.8801 -1.1677 0.00 0.10 0.03
C 0.2625 1.8730 2.7795 -0.02 0.07 0.01
C -1.0227 -1.5867 2.7199 -0.06 0.02 0.15
C 0.2799 -1.0048 3.2402 -0.02 -0.10 -0.01
C -2.9859 1.4078 0.2536 -0.16 -0.03 0.01
H -1.8686 -0.9041 2.7904 0.03 0.03 0.00
H -4.0509 0.4306 -1.3566 0.00 0.00 -0.02
H -3.1523 -1.5920 0.9137 0.00 0.04 -0.03
H -1.4998 3.0863 2.6576 -0.03 0.00 -0.04
H -2.7953 -3.2779 0.5284 0.03 0.00 0.04
H -1.8741 1.3677 2.8149 0.03 -0.03 0.00
H 1.0602 -1.7664 3.2897 0.02 0.00 0.03
H -3.2580 0.6754 1.0124 0.01 -0.03 -0.03
H 0.3687 1.9152 3.8658 0.02 -0.01 0.00
H -2.9400 1.6825 -1.8954 -0.02 0.00 -0.03
H -3.6466 2.2726 0.3635 0.02 0.02 0.02
H 0.1528 -0.6046 4.2482 0.02 0.00 0.00
H -1.8456 -2.6886 -1.6742 -0.02 -0.01 -0.04
H -1.2687 -2.4920 3.2825 -0.01 -0.01 -0.03
H -3.4783 -2.0539 -1.5591 0.00 0.01 -0.02
H 0.9131 2.6469 2.3659 0.03 0.01 0.03

(4)
101
Properties=species:S:1:pos:R:3:forces:R:3 method="wB97M-V/def2-TZVPD" gap_ev=8.090 lumo_energy_ev=-0.23 largest_force_ev_per_a=2.20 homo_ev=-8.32 energy_ha=-22979.1105 spin_multiplicity=1
Cl -1.4678 -8.6936 10.1029 -0.07 -0.32 0.12
Cl -3.4165 -0.3588 2.0241 0.00 0.01 -0.02
Cl -3.9306 -1.8400 -0.3954 0.00 -0.01 -0.01
Cl -1.4642 -6.7912 2.4903 0.00 0.01 0.02
Cl 0.9200 -3.6211 10.3236 0.00 0.00 0.00
Cl 0.3685 6.8932 0.8453 0.06 0.15 0.13
Cl 3.3769 -0.0172 3.3298 0.01 -0.01 -0.02
Cl -8.2609 -0.6237 7.8823 0.00 0.00 0.01
Cl -9.7181 1.0332 6.0243 0.01 0.00 0.00
Cl 0.8160 -10.1103 9.0584 0.00 0.01 0.00
Cl 3.1180 0.4509 0.4964 -0.15 0.09 0.16
Cl -3.5114 -8.8004 2.7926 0.00 0.00 0.02
Cl -8.0753 -6.9343 6.0255 0.00 0.01 -0.01
Cl -7.3343 -4.6229 4.4629 0.00 0.01 -0.02
Cl -3.4090 -3.2458 2.0592 0.07 0.12 -0.08
Cl 7.8039 -1.7993 -1.6402 0.00 0.00 0.01
Cl -5.4309 -5.8111 6.2679 -0.09 0.00 0.28
Cl 5.3707 -1.4400 -0.1305 0.22 -0.26 -0.10
Cl 6.3365 -4.1009 -0.7063 0.01 0.01 0.01
Cl 6.1020 5.4959 -8.3560 -0.02 -0.01 0.02
Cl 6.8384 -1.5339 4.3715 -0.06 0.01 0.01
Cl 7.7391 -2.4231 1.1761 0.05 -0.02 -0.01
Cl 6.6026 2.7873 -9.2087 0.03 0.01 0.02
Cl -1.7560 -3.9262 11.3577 0.00 0.00 0.00
Cl -0.8268 -5.6452 9.2388 0.06 0.28 -0.09
Cl 0.2395 -5.9362 11.9024 0.00 -0.01 0.00
Cl 2.9521 2.6612 2.3387 -0.03 0.00 0.00
Cl 0.1346 8.4188 3.2829 0.00 -0.01 -0.01
Cl -1.1293 -8.9635 7.2601 0.19 -0.26 0.25
Cl -2.4369 -7.4786 5.1206 -0.19 0.20 -0.28
Cl 7.6736 -0.4263 6.9001 0.00 0.00 0.00
Cl -9.7327 -1.8359 5.7202 -0.06 0.03 -0.03
Cl 6.8592 -3.1882 6.7332 0.00 0.00 0.00
Cl -1.5736 6.1379 2.8354 0.01 -0.01 -0.01
Cl 5.4821 1.3543 1.9212 -0.03 0.03 -0.03
Cl -4.1276 -6.0296 3.2939 -0.01 -0.19 -0.17
Cl -1.9507 8.5456 1.2929 0.00 -0.01 0.00
Cl -7.7064 -4.3761 7.3091 0.02 -0.02 0.04
Cl -1.2715 -1.8176 0.7644 -0.08 -0.04 0.20
Cl 6.9779 3.5261 -6.4381 0.02 -0.01 0.01
Cl 4.9014 -1.0883 6.4666 0.00 0.00 0.01
Cl 8.8034 4.4877 -8.4483 0.00 0.01 0.00
Cl -7.3318 -0.3443 5.1657 0.01 -0.01 0.00
Cl -1.8160 -11.2726 8.8512 0.00 0.01 -0.02
S -2.9378 2.3084 -5.5410 -0.84 -0.18 -1.32
S -3.4074 4.6038 -0.6073 -0.13 -0.15 -0.24
Si -0.8580 1.8833 -4.8651 0.37 -1.12 0.48
Si -0.3458 4.0961 -3.0153 0.59 0.01 0.64
O -2.8407 3.4423 -6.4531 0.29 0.54 0.70
O 1.1691 0.5786 -7.1508 0.05 0.13 -0.19
O -0.4449 2.4772 -3.3561 -0.52 0.93 -0.92
O -3.4166 1.1089 -6.1998 0.32 -0.30 0.33
N 2.6977 2.0020 -6.2694 -0.78 1.17 0.14
N -2.8145 -0.1676 -3.5521 0.17 0.38 0.01
N -1.9253 4.8748 -2.9345 -0.03 -0.84 0.27
C 3.5022 2.2786 -7.4643 0.31 -0.98 0.21
C 6.8110 -2.4426 -0.3285 -0.02 0.00 -0.03
C -4.0919 2.7033 -4.2374 -0.09 0.60 -0.15
C -0.3559 -4.7818 10.7039 0.00 0.02 -0.03
C 7.1212 4.0737 -8.1140 0.02 0.01 -0.04
C 0.1951 2.5260 -6.2703 -0.01 0.33 0.12
C -3.0071 -1.8135 1.1104 0.01 -0.01 0.15
C -2.6029 4.6958 -1.9490 0.17 0.68 0.08
C -8.7632 -0.4418 6.1973 0.02 -0.02 -0.01
C 1.8934 4.5331 -1.4261 -0.04 -0.73 0.15
C 1.3761 1.6294 -6.5843 0.05 -0.65 -0.23
C 3.7392 1.1098 2.0240 -0.05 0.01 0.07
C 2.8244 3.0472 -5.2535 0.79 -0.26 -0.19
C 2.8019 3.5082 -1.3936 0.02 0.57 -0.28
C -0.7570 7.5021 2.0664 -0.05 0.02 0.02
C -0.6818 0.0308 -4.7070 -0.34 0.69 0.56
C -1.5967 -0.5134 -3.6362 -0.02 -0.55 0.26
C -2.8851 -7.2760 3.4194 0.04 0.04 -0.06
C 6.5684 -1.5592 6.1168 0.04 -0.01 0.00
C -0.9843 -1.4976 -2.6529 0.14 0.06 -0.25
C 0.4288 4.2399 -1.3194 0.35 0.56 2.10
C -0.8993 -9.7644 8.8238 0.01 0.04 0.05
C -7.1365 -5.4390 6.0220 0.02 0.02 -0.01
H -3.2514 -0.6434 -2.7640 -0.07 0.00 -0.03
H 2.6485 2.6171 -4.2685 -0.34 0.19 0.06
H 0.4715 4.8177 -3.9976 -0.19 -0.04 -0.20
H -1.5790 -2.4105 -2.6196 0.01 -0.04 -0.02
H 0.3215 3.2926 -0.7743 -0.22 -0.15 -0.24
H 0.4523 3.5762 -6.1488 -0.01 0.02 0.13
H 3.2784 1.5023 -8.1921 -0.10 0.18 -0.20
H -5.0325 2.2498 -4.5410 0.08 -0.27 0.05
H -3.7646 2.3514 -3.2647 0.03 -0.19 -0.05
H -0.9739 -1.0895 -1.6434 -0.03 0.16 -0.17
H 2.2222 3.9383 -5.4375 -0.10 -0.01 0.11
H -0.4494 2.4915 -7.1523 -0.07 -0.19 0.02
H 0.0394 -1.7483 -2.9242 0.00 -0.13 0.02
H -0.0875 5.0033 -0.7227 -0.24 -0.14 -0.31
H 2.2027 5.5747 -1.5127 -0.09 -0.09 -1.76
H 3.3441 3.2803 -7.8743 -0.08 0.02 -0.01
H 3.4467 3.3125 -2.2474 1.41 1.06 0.79
H 0.3355 -0.1361 -4.3488 0.20 -0.09 -0.51
H -0.8448 -0.4032 -5.6928 0.08 -0.26 0.07
H 4.5493 2.1417 -7.2038 0.06 0.23 0.00
H -4.2219 3.7836 -4.2525 0.15 0.04 0.11
H 3.8640 3.3776 -5.2592 0.03 -0.03 0.05
H 2.9154 2.8681 -0.5257 -1.30 -1.07 -0.73

Repeat the third record exactly.
29
Properties=species:S:1:pos:R:3:forces:R:3 method="wB97M-V/def2-TZVPD" gap_ev="8.942 / 7.030" lumo_energy_ev="-12.02 / -14.56" largest_force_ev_per_a=1.83 s2=8.77 total_charge=+3 homo_ev="-20.96 / -21.59" energy_ha=-3169.7180 spin_multiplicity=6
Fe 0.1532 0.0068 -0.1136 -1.47 -0.07 1.09
S 1.0128 0.3166 2.2297 0.43 0.04 -0.42
S -1.3020 1.9829 0.5652 0.45 -0.14 -0.26
S -1.8207 -0.3526 -1.6305 0.53 0.00 -0.29
S -0.8017 -2.0768 0.9954 0.37 0.17 -0.35
C -2.4855 -2.2439 0.3512 -0.13 -0.10 0.00
C -2.4731 -1.9717 -1.1397 -0.01 -0.07 0.02
C -1.1816 2.0803 2.3690 -0.04 0.09 0.13
C -3.0739 0.8801 -1.1677 0.00 0.10 0.03
C 0.2625 1.8730 2.7795 -0.02 0.07 0.01
C -1.0227 -1.5867 2.7199 -0.06 0.02 0.15
C 0.2799 -1.0048 3.2402 -0.02 -0.10 -0.01
C -2.9859 1.4078 0.2536 -0.16 -0.03 0.01
H -1.8686 -0.9041 2.7904 0.03 0.03 0.00
H -4.0509 0.4306 -1.3566 0.00 0.00 -0.02
H -3.1523 -1.5920 0.9137 0.00 0.04 -0.03
H -1.4998 3.0863 2.6576 -0.03 0.00 -0.04
H -2.7953 -3.2779 0.5284 0.03 0.00 0.04
H -1.8741 1.3677 2.8149 0.03 -0.03 0.00
H 1.0602 -1.7664 3.2897 0.02 0.00 0.03
H -3.2580 0.6754 1.0124 0.01 -0.03 -0.03
H 0.3687 1.9152 3.8658 0.02 -0.01 0.00
H -2.9400 1.6825 -1.8954 -0.02 0.00 -0.03
H -3.6466 2.2726 0.3635 0.02 0.02 0.02
H 0.1528 -0.6046 4.2482 0.02 0.00 0.00
H -1.8456 -2.6886 -1.6742 -0.02 -0.01 -0.04
H -1.2687 -2.4920 3.2825 -0.01 -0.01 -0.03
H -3.4783 -2.0539 -1.5591 0.00 0.01 -0.02
H 0.9131 2.6469 2.3659 0.03 0.01 0.03